[1]
This record from the Open Molecules 2025 dataset describes 14 unconnected molecules or ions with the total composition C2H34N2O13 in a non-equilibrium geometry. The level of theory is ωB97M-V/def2-TZVPD.

Output
LUMO	-0.21	eV
energy relative to the best compared isomer or geometry (same formula, charge and spin)	0.328	eV
charge	0
frontier orbital gap	9.4	eV

Each line ends with the Mulliken charge.
Atoms and positions in Å:
C -0.381 -0.452 1.356  0.7526
C -1.327 0.686 0.971  -0.4173
N -0.509 1.841 0.331  -0.6066
N 0.784 0.010 2.169  -0.5972
H -1.003 -1.043 2.144  0.3667
H -0.089 -1.158 0.405  -0.6152
H -2.274 0.603 0.374  0.1503
H -1.718 1.196 1.869  0.1213
H 0.298 2.035 0.953  0.2074
H -0.170 1.544 -0.536  0.1373
H 0.658 0.727 2.822  0.2906
H 1.519 0.399 1.563  0.1912
H -3.335 2.192 2.107  0.3267
H -2.618 2.653 0.744  0.4199
O -3.486 2.753 1.339  -0.6449
H -3.872 -0.993 -0.333  0.3984
H -4.495 0.535 0.009  0.2582
O -4.061 -0.069 -0.567  -0.7001
H 1.019 -2.340 2.063  0.3059
H 1.685 -2.679 0.773  0.4732
O 0.948 -2.951 1.339  -0.7725
H -2.648 -2.510 -0.319  0.3672
H -3.975 -3.041 -0.542  0.3197
O -3.515 -2.527 0.050  -0.6693
H 0.365 -1.553 -2.548  0.4383
H 0.118 -2.898 -1.803  0.4768
O 0.681 -2.455 -2.488  -0.7836
H 3.768 1.702 0.768  0.3681
H 2.694 2.365 0.066  0.3138
O 3.008 2.301 0.992  -0.6078
H -2.350 0.581 -3.483  0.2789
H -2.928 1.045 -2.098  0.3152
O -2.130 1.069 -2.777  -0.7133
H -0.317 -3.090 0.305  0.4803
H -0.901 -4.227 -0.575  0.2888
O -0.906 -3.255 -0.481  -0.7552
H 2.227 2.706 -2.166  0.2558
H 1.381 1.501 -1.567  0.4406
O 2.203 1.924 -1.607  -0.6202
H 1.976 -1.361 -1.006  0.3711
H 2.822 -2.540 -1.255  0.3698
O 2.559 -1.915 -0.502  -0.8192
H 2.239 2.505 3.534  0.2848
H 1.328 3.541 3.203  0.3208
O 1.810 3.274 3.925  -0.6265
H -0.644 0.499 -2.286  0.3824
H 0.679 0.192 -2.941  0.4503
O 0.216 0.129 -2.073  -0.8978
H 3.800 -0.388 -0.442  0.3865
H 4.341 0.646 -1.338  0.3109
O 4.529 0.290 -0.440  -0.7733

***

[2]
This record from the Open Molecules 2025 dataset describes a molecular structure, C4H7NO2. The level of theory is ωB97M-V/def2-TZVPD.

Output
LUMO	0.86	eV
energy relative to the best compared isomer or geometry (same formula, charge and spin)	2.314	eV
charge	0
frontier orbital gap	8.7	eV

Each line ends with the Mulliken charge.
Atoms and positions in Å:
C -0.364 -1.791 0.123  -1.1662
C -1.137 0.716 -0.126  0.4848
C -0.294 -0.327 -0.114  -0.1083
N 1.888 0.833 0.394  -0.4481
C 0.830 0.612 -0.476  0.2164
O -2.441 0.896 0.111  -0.4996
O -0.307 1.750 -0.420  -0.4814
H -2.628 1.841 0.040  0.3392
H 2.811 0.619 0.047  0.2236
H 1.653 0.743 1.374  0.2230
H 1.156 0.633 -1.517  0.3462
H 0.331 -2.110 0.905  0.2833
H -0.127 -2.357 -0.782  0.2730
H -1.371 -2.058 0.439  0.3141

***

[3]
This record from the Open Molecules 2025 dataset describes a single C2H4ClOPS molecule in a non-equilibrium geometry. The level of theory is ωB97M-V/def2-TZVPD.

Output
LUMO (spin up / spin down)	-1.86 / -1.87	eV
energy relative to the best compared isomer or geometry (same formula, charge and spin)	2.387	eV
charge	0
frontier orbital gap (spin up / spin down)	6.9 / 6.9	eV

Each line ends with the Mulliken charge.
Atoms and positions in Å:
C -1.657 0.552 0.082  -0.5440
C 0.632 0.102 -0.766  -0.7392
O 1.443 -2.081 0.570  -0.5263
P 0.482 -1.013 0.840  0.5208
S -0.306 1.503 -0.275  0.1625
Cl 1.589 0.232 2.113  -0.2655
H -1.809 -0.290 -0.515  0.3334
H -2.433 1.020 0.525  0.3400
H 1.780 0.308 -0.860  0.3441
H 0.278 -0.333 -1.714  0.3742

***

[4]
This record from the Open Molecules 2025 dataset describes a molecular structure, C6H10N3O in a non-equilibrium geometry. The level of theory is ωB97M-V/def2-TZVPD.

Output
LUMO	-5.00	eV
energy relative to the best compared isomer or geometry (same formula, charge and spin)	6.829	eV
charge	+1
frontier orbital gap	8.3	eV

Each line ends with the Mulliken charge.
Atoms and positions in Å:
C -2.238 -0.851 0.324  -0.0131
C -2.493 0.327 -0.491  -0.4689
C -1.055 -1.168 0.867  -0.7715
C -1.562 1.302 -0.606  -0.1630
C 0.202 -0.443 0.695  -0.0364
C 2.458 -0.884 -0.614  -0.6474
N 0.197 2.319 0.150  -0.4219
N -0.330 1.222 -0.023  0.5324
N 1.048 -1.129 -0.112  -0.1592
O 1.390 2.379 0.608  -0.2876
H -3.100 -1.522 0.358  0.3907
H -3.600 0.516 -0.726  0.3116
H -0.660 -2.006 1.376  0.3881
H -1.851 2.319 -0.785  0.4593
H 0.599 -0.018 1.630  0.4638
H 2.882 -0.001 -0.010  0.2454
H 3.169 -1.722 -0.464  0.2948
H 2.353 -0.714 -1.776  0.2845
H 0.519 -1.528 -0.895  0.3167
H 2.073 1.601 0.497  0.2816